# 1
{
  "formula": "C12H18ClN",
  "method": "the ωB97M-V functional and the def2-TZVPD basis",
  "elements": ["Cl", "N", "C", "C", "C", "C", "C", "C", "C", "C", "C", "C", "C", "C", "H", "H", "H", "H", "H", "H", "H", "H", "H", "H", "H", "H", "H", "H", "H", "H", "H", "H"],
  "positions_angstrom": [[-2.24506, -0.58838, -3.56587], [2.21656, 0.63995, 1.53982], [1.18704, 1.41120, 2.25980], [-0.57196, 1.20072, -2.31706], [0.02857, -1.21160, 3.09676], [-0.32296, 1.07447, 2.01517], [-0.92508, -0.10467, -2.54489], [-0.10237, -1.10732, -2.00772], [1.20493, 0.52213, -0.82220], [0.93093, -0.80236, -1.15611], [-0.82435, 0.02763, 2.97210], [-0.68722, -2.42216, 3.68160], [0.49448, 1.51590, -1.42928], [2.38209, 0.91487, 0.10607], [-0.29398, -2.16299, -2.19897], [0.33358, -1.38687, 2.08170], [-1.39014, -2.85266, 2.99992], [0.95445, -1.08778, 3.64589], [-1.27448, -2.11269, 4.53772], [0.64968, 2.54097, -1.13029], [3.30507, 0.54342, -0.35117], [-0.90221, 0.42401, 4.01169], [2.19045, -0.37029, 1.67987], [-0.94745, 1.98493, 2.05456], [-0.44523, 0.68954, 0.99336], [0.09011, -3.07109, 3.96982], [1.54199, -1.55263, -0.69013], [1.41674, 1.49040, 3.31903], [1.26426, 2.42235, 1.84305], [-1.86333, -0.10523, 2.65401], [2.45646, 1.99444, 0.00000], [-1.20029, 2.02209, -2.70457]],
  "forces_ev_per_angstrom": [[0.040, 0.276, 0.092], [0.406, -0.668, -0.324], [-0.620, 0.699, -1.752], [-0.401, 1.418, 0.634], [-0.720, -0.268, -0.925], [1.083, -0.144, -0.005], [1.122, -0.686, -0.006], [-0.429, -0.819, 0.142], [1.436, 0.068, 0.272], [0.015, 0.674, 0.224], [-0.771, 1.025, 1.655], [-0.208, 1.542, -0.120], [-1.615, -0.172, -0.801], [-1.341, 0.460, -0.137], [-0.169, 0.313, -0.173], [0.349, -0.792, -0.678], [-0.213, -0.486, -0.565], [0.094, 0.631, 0.278], [0.047, -0.024, 0.463], [0.121, 0.211, -0.252], [0.003, -0.419, 0.640], [-0.091, 0.216, -0.564], [-0.196, 0.493, 0.272], [0.339, -0.266, 0.207], [0.124, 0.101, 0.213], [0.447, -1.407, 0.468], [0.054, -0.534, -0.068], [0.049, -0.262, 0.118], [0.442, 0.073, 0.255], [0.008, -0.940, 0.236], [0.129, 0.248, 0.118], [0.466, -0.562, 0.083]],
  "mulliken_charge": [-0.220, -0.195, -0.863, -0.496, 0.015, -0.228, 0.200, -0.595, 0.344, -0.090, -0.726, -1.447, -0.032, -1.538, 0.365, 0.046, 0.337, 0.325, 0.329, 0.308, 0.403, 0.311, 0.309, 0.387, 0.060, 0.404, 0.410, 0.409, 0.302, 0.349, 0.484, 0.330],
  "de_lowest_ev": 0.000,
  "homo_ev": -8.66,
  "orbital_gap_ev": 9.5,
  "total_charge": 0,
  "lumo_ev": 0.892,
  "smiles": "CCCCCNCc1ccc(Cl)cc1",
  "e_tot_ev": -26747.9946,
  "fmax_ev_per_a": 2.1
}

# 2
{
  "formula": "C12H18ClNO7PS",
  "method": "the ωB97M-V functional and the def2-TZVPD basis",
  "elements": ["Cl", "S", "P", "O", "O", "O", "O", "O", "O", "O", "N", "C", "C", "C", "C", "C", "C", "C", "C", "C", "C", "C", "C", "H", "H", "H", "H", "H", "H", "H", "H", "H", "H", "H", "H", "H", "H", "H", "H", "H", "H"],
  "positions_angstrom": [[-5.19386, 3.21053, -1.16989], [-3.51347, 1.98464, -1.08949], [2.47354, 2.52959, 0.67338], [1.40091, 3.18095, 1.84932], [-3.09521, 1.60487, -2.48304], [1.44734, -3.50728, -1.21626], [-0.22916, -3.31477, 0.36236], [-2.41444, 2.81760, -0.44175], [2.95244, 3.65857, -0.24996], [3.87680, 1.86782, 1.39773], [0.79076, 1.71345, -1.54355], [2.34825, -0.87201, 1.21522], [-0.05906, -0.65025, -2.16334], [0.73553, -1.19834, -0.93177], [-3.82784, 0.42002, -0.10475], [0.01495, 0.87028, -2.41606], [-2.45459, -0.14587, 0.54340], [1.56017, -0.24904, -0.02118], [-0.96837, -2.28863, 1.07245], [-2.24120, -1.72311, 0.22768], [1.54099, 1.26762, -0.40081], [0.66644, -2.75572, -0.57666], [3.76168, -1.51151, 0.70108], [-3.16566, -2.32426, 0.53603], [-1.56815, 0.49664, 0.22224], [0.56712, 2.64623, 1.87745], [-4.55179, 0.73948, 0.73924], [-0.32231, -1.44396, 1.50006], [0.78046, 2.72653, -1.74007], [3.89810, 2.28925, 2.29421], [-4.35999, -0.36850, -0.73561], [4.58074, -1.46423, 1.49122], [-2.55492, -0.00831, 1.68671], [-0.65983, -1.40549, -2.76241], [2.48832, -0.14420, 2.09044], [3.56487, -2.56815, 0.32249], [-1.43533, -2.81005, 1.99276], [1.76727, -1.76972, 1.65953], [-0.58612, 1.30384, -3.29448], [4.08946, -0.89198, -0.21057], [-2.10489, -1.91251, -0.90339]],
  "forces_ev_per_angstrom": [[0.849, -1.222, 0.239], [5.046, 1.436, -2.053], [2.182, 4.610, -1.385], [1.222, -2.787, -2.020], [-1.823, 0.342, 3.090], [-3.190, 3.181, 2.632], [1.569, 2.917, -1.437], [-3.451, -2.430, -0.787], [-1.879, -3.255, 2.068], [-3.693, 0.968, -0.017], [-0.384, -2.928, 0.263], [0.154, -0.709, 0.018], [2.683, 2.072, 3.233], [-0.777, 3.027, -0.490], [-0.801, -0.152, 1.385], [0.784, -2.712, 1.741], [-0.383, -0.233, 0.338], [-1.815, 1.127, -2.299], [-2.265, 0.291, 1.300], [0.308, 0.368, -0.018], [-1.043, -4.204, -0.007], [2.128, -2.916, -1.998], [-0.458, 0.826, -0.840], [1.273, 0.958, -0.419], [-1.129, -0.999, 0.266], [0.782, 0.623, 0.159], [1.154, -0.451, -1.434], [-0.737, -1.238, -0.941], [0.153, -0.509, 0.177], [0.258, -0.492, -0.650], [0.790, 1.422, 0.466], [-1.308, -0.167, -1.018], [0.202, -0.234, -1.830], [0.852, 1.531, 0.600], [-0.177, -0.864, -1.611], [0.409, 1.389, 0.680], [1.049, 0.674, -1.513], [0.583, 1.594, -0.872], [1.210, -0.306, 1.752], [-0.203, -0.948, 1.442], [-0.122, 0.402, 1.793]],
  "mulliken_charge": [-0.180, 1.069, 1.009, -0.514, -0.547, -0.486, -0.375, -0.536, -0.650, -0.449, 0.142, -0.769, -0.372, 0.614, -0.712, -0.492, 0.054, 0.692, -0.439, -0.511, -0.288, -0.035, -1.111, 0.460, -0.260, 0.344, 0.396, 0.116, 0.350, 0.351, 0.435, 0.337, 0.350, 0.461, 0.558, 0.362, 0.462, 0.324, 0.315, 0.288, 0.236],
  "homo_ev": -13.90,
  "orbital_gap_ev": 8.5,
  "total_charge": 1,
  "lumo_ev": -5.444,
  "smiles": "CCc1c(C(=O)OCCCCS(=O)(=O)Cl)cc[nH+]c1P(=O)(O)O",
  "e_tot_ev": -61194.1795,
  "fmax_ev_per_a": 5.6
}

# 3
{
  "formula": "C12H18F3N2O5S",
  "method": "the ωB97M-V functional and the def2-TZVPD basis",
  "elements": ["S", "F", "F", "F", "O", "O", "O", "O", "O", "N", "N", "C", "C", "C", "C", "C", "C", "C", "C", "C", "C", "C", "C", "H", "H", "H", "H", "H", "H", "H", "H", "H", "H", "H", "H", "H", "H", "H", "H", "H", "H"],
  "positions_angstrom": [[3.15159, -0.49931, -0.92229], [1.67828, -4.42994, -0.26936], [-0.38857, -4.82152, 0.14786], [0.18928, -4.11950, -1.82229], [2.94915, 2.35094, 0.27919], [-1.86736, 0.12200, -0.40850], [-3.93498, 1.94805, 0.89577], [2.97205, -1.91046, -0.77555], [3.35551, -0.13760, -2.29255], [-0.59463, 1.87056, 0.24218], [-0.61832, 0.64823, -0.21864], [0.44037, -3.98735, -0.51602], [0.24584, -2.56459, 0.00213], [0.39444, -0.11810, -0.56628], [0.70710, 3.79738, 0.93024], [1.79008, 1.71009, 0.10054], [1.68596, 0.43917, -0.41387], [-3.97103, 0.53630, 0.76991], [0.57717, 2.39221, 0.41454], [-2.57252, -0.08520, 0.84695], [-4.54741, 0.22047, -0.62373], [4.61983, -0.02187, -0.03724], [0.16054, -1.49980, -1.11146], [1.44983, 3.77500, 1.73185], [0.93182, -1.70364, -1.85533], [4.85783, 1.03332, -0.16811], [-5.62562, 0.37888, -0.65999], [4.56627, -0.28331, 1.02469], [-4.25983, 2.22002, 1.75896], [-4.11410, 0.88277, -1.37302], [1.14995, 4.42143, 0.14840], [1.06944, -2.33010, 0.67732], [-0.24639, 4.20259, 1.25674], [-0.65363, -2.54786, 0.62314], [-2.72008, -1.16847, 0.93790], [-0.79610, -1.55361, -1.62736], [-4.63708, 0.10796, 1.52509], [-2.00553, 0.23097, 1.72450], [5.44540, -0.58297, -0.48027], [-4.32799, -0.82946, -0.84002], [3.49348, 1.90627, 0.94400]],
  "forces_ev_per_angstrom": [[1.350, -1.208, -2.529], [0.018, 0.084, -0.294], [-0.072, 0.101, -0.198], [0.033, 0.121, 0.005], [-0.067, 0.329, 0.371], [0.430, 0.541, 0.344], [0.174, 0.079, 0.169], [-0.449, 0.003, 1.565], [-0.239, 1.237, -0.003], [-0.220, -0.180, 0.050], [-0.871, -0.567, -0.181], [-0.008, -0.300, 0.688], [-0.198, 0.545, 0.264], [0.902, -0.663, -0.459], [0.183, -0.379, -0.081], [-0.616, -0.806, -0.245], [0.211, -0.031, 0.806], [-0.199, 0.518, -1.127], [0.917, 1.538, 0.143], [-1.066, -0.744, 0.750], [-0.111, -0.145, 0.444], [-0.017, 0.470, 0.873], [0.028, -0.286, -0.196], [-0.259, 0.215, 0.107], [-0.057, 0.079, 0.074], [-0.135, -0.138, -0.202], [0.076, -0.069, 0.179], [-0.126, -0.040, -0.129], [0.036, -0.044, 0.000], [0.182, -0.179, 0.065], [-0.169, 0.007, 0.034], [0.059, -0.225, -0.151], [0.056, -0.062, -0.006], [-0.046, -0.074, -0.235], [0.178, 0.073, -0.113], [0.026, 0.113, 0.119], [0.391, -0.211, 0.117], [0.150, 0.344, -0.333], [-0.399, -0.265, -0.216], [-0.178, 0.134, -0.334], [0.105, 0.088, -0.133]],
  "mulliken_charge": [1.454, -0.247, -0.293, -0.276, -0.596, -0.237, -0.544, -0.544, -0.659, -1.234, 0.922, 0.797, -0.702, -0.438, -1.132, 0.975, 0.377, 0.177, 0.476, -0.575, -1.290, -1.251, -1.424, 0.349, 0.667, 0.410, 0.402, 0.403, 0.338, 0.294, 0.323, 0.463, 0.358, 0.333, 0.392, 0.563, 0.422, 0.454, 0.414, 0.323, 0.358],
  "homo_ev": -13.50,
  "orbital_gap_ev": 8.7,
  "total_charge": 1,
  "lumo_ev": -4.836,
  "smiles": "Cc1n[n+](OC[C@H](C)O)c(CCC(F)(F)F)c(S(C)(=O)=O)c1O",
  "e_tot_ev": -44931.4670,
  "fmax_ev_per_a": 3.1
}

Which formula does entry 1 have? C12H18ClN